Entry w
2 unconnected molecules or ions with the total composition C4H4BrN3. Source: the Open Molecules 2025 dataset; level of theory: ωB97M-V/def2-TZVPD.

The geometry in XYZ format:
```
12
Properties=species:S:1:pos:R:3:mulliken_charge:R:1
Br -0.12 0.21 2.67 -0.034
C 0.16 0.62 0.93 0.022
N -0.61 1.38 0.24 -0.324
N -0.31 1.35 -1.13 -0.420
C 0.76 0.63 -1.32 -0.214
C 1.19 0.03 0.08 -0.306
H 1.20 0.41 -2.20 0.514
H 1.16 -1.01 0.04 0.398
H 2.14 0.51 0.13 0.336
C -1.85 -1.39 0.30 0.073
N -1.15 -1.92 -0.44 -0.407
H -2.56 -0.80 0.71 0.363
```

Output
* frontier orbital gap: 0.379 Eh
* HOMO level: -9.952 eV
* structure (SMILES): BrC1=NN=CC1.C#N


Entry x
A single C4H4BrN3 molecule. Source: the Open Molecules 2025 dataset; level of theory: ωB97M-V/def2-TZVPD.

The geometry in XYZ format:
```
12
Properties=species:S:1:pos:R:3:mulliken_charge:R:1
N 2.93 -0.67 -0.58 -0.397
C 1.87 -0.21 -0.66 -0.004
C 0.51 0.28 -0.79 0.684
Br 0.19 0.78 -2.63 -0.103
C -0.55 -0.68 -0.13 -0.816
C -1.06 0.15 1.13 -0.341
N -0.34 1.38 1.00 -0.236
N 0.42 1.55 0.10 -0.157
H 0.02 -1.49 0.25 0.345
H -1.29 -0.99 -0.83 0.433
H -2.14 0.18 1.14 0.307
H -0.55 -0.27 2.01 0.285
```

Output
* frontier orbital gap: 0.360 Eh
* HOMO level: -9.740 eV
* structure (SMILES): N#C[C@@]1(Br)CCN=N1


Q: Which of them is the least stable? A: entry w.


Entry w
A single C3H10N2O molecule. Source: the Open Molecules 2025 dataset; level of theory: ωB97M-V/def2-TZVPD.

The geometry in XYZ format:
```
16
Properties=species:S:1:pos:R:3:mulliken_charge:R:1
C 1.56 -0.13 -0.66 -1.488
C 0.49 0.14 0.41 0.566
N 0.32 -0.95 1.36 -0.661
C -0.88 0.48 -0.24 -0.193
N -1.94 0.05 0.55 -0.528
O -1.09 0.04 -1.54 -0.583
H 2.52 -0.32 -0.17 0.393
H 1.30 -1.00 -1.25 0.335
H 1.68 0.73 -1.32 0.351
H 0.79 1.02 0.99 0.269
H 1.21 -1.21 1.77 0.248
H -0.07 -1.76 0.89 0.251
H -0.77 1.76 -0.51 0.207
H -1.78 0.13 1.54 0.220
H -2.85 0.34 0.21 0.219
H -0.51 0.69 -2.03 0.394
```

Output
* frontier orbital gap: 0.362 Eh
* HOMO level: -8.957 eV
* structure (SMILES): C[C@H](N)[C@H](N)O


Entry x
2 unconnected molecules or ions with the total composition C3H10N2O. Source: the Open Molecules 2025 dataset; level of theory: ωB97M-V/def2-TZVPD.

The geometry in XYZ format:
```
16
Properties=species:S:1:pos:R:3:mulliken_charge:R:1
C 2.81 2.07 0.05 -0.818
C 1.82 1.18 0.03 0.037
N 1.28 0.46 1.09 -0.453
H 3.71 2.01 0.64 0.284
H 2.96 2.50 -0.94 0.227
H 1.50 0.64 -0.87 0.263
H 1.72 0.70 1.97 0.194
H 0.28 0.34 1.00 0.310
N -2.62 -1.31 -1.12 -0.603
C -1.51 -1.36 -0.18 -0.041
O -1.50 -0.24 0.67 -0.563
H -2.41 -1.81 -1.97 0.209
H -3.46 -1.61 -0.65 0.233
H -1.58 -2.28 0.41 0.219
H -0.59 -1.44 -0.75 0.217
H -2.39 0.13 0.63 0.285
```

Output
* frontier orbital gap: 0.313 Eh
* HOMO level: -7.763 eV
* structure (SMILES): C=CN.NCO


Entry y
A molecular structure, C3H10N2O. Source: the Open Molecules 2025 dataset; level of theory: ωB97M-V/def2-TZVPD.

The geometry in XYZ format:
```
16
Properties=species:S:1:pos:R:3:mulliken_charge:R:1
N -1.72 0.39 -1.72 -0.579
C -1.84 0.05 -0.29 -0.241
O -0.79 0.55 0.46 -0.716
H -2.66 0.28 -2.10 0.226
H -1.46 1.37 -1.80 0.229
H -2.80 0.38 0.15 0.260
H -1.85 -1.07 -0.22 0.231
C 1.41 -0.49 0.19 0.091
C 1.28 -0.88 1.51 -0.924
N 2.15 0.67 -0.22 -0.553
H 1.34 -1.22 -0.59 0.343
H 0.67 -1.75 1.74 0.306
H 2.02 -0.53 2.21 0.242
H 0.21 -0.14 0.79 0.504
H 2.55 1.11 0.59 0.267
H 1.49 1.27 -0.70 0.315
```

Output
* frontier orbital gap: 0.328 Eh
* HOMO level: -8.415 eV


Q: Which of them is the least stable? A: entry y.


Entry w
2 unconnected molecules or ions with the total composition C3H10N2O. Source: the Open Molecules 2025 dataset; level of theory: ωB97M-V/def2-TZVPD.

The geometry in XYZ format:
```
16
Properties=species:S:1:pos:R:3:mulliken_charge:R:1
C -0.92 -1.73 -1.55 -0.427
N -0.87 -0.60 -0.99 -0.245
C -1.74 0.44 -1.55 -0.926
H -1.26 -1.92 -2.57 0.296
H -0.74 -2.62 -0.94 0.236
H -1.77 1.27 -0.84 0.235
H -1.48 0.80 -2.54 0.346
H -2.74 0.03 -1.68 0.416
N 0.39 0.14 2.19 -0.535
C 1.54 0.75 1.59 -0.243
O 1.53 0.73 0.16 -0.502
H 0.40 -0.86 2.27 0.208
H -0.47 0.56 1.89 0.225
H 2.44 0.39 2.08 0.339
H 1.51 1.81 1.88 0.254
H 0.65 0.37 -0.08 0.324
```

Output
* frontier orbital gap: 0.363 Eh
* HOMO level: -9.145 eV
* structure (SMILES): C=NC.NCO


Entry x
2 unconnected molecules or ions with the total composition C3H10N2O. Source: the Open Molecules 2025 dataset; level of theory: ωB97M-V/def2-TZVPD.

The geometry in XYZ format:
```
16
Properties=species:S:1:pos:R:3:mulliken_charge:R:1
C 1.23 1.62 -0.85 -0.699
C 0.56 0.73 -1.56 -0.046
N -0.85 0.57 -1.53 -0.573
H 2.31 1.64 -0.89 0.262
H 0.76 2.33 -0.18 0.242
H 1.04 0.00 -2.20 0.293
H -1.29 1.46 -1.32 0.211
H -1.18 0.30 -2.45 0.232
N 0.70 -0.95 1.60 -0.543
C -0.62 -1.50 1.62 -0.323
O -1.64 -0.73 1.03 -0.537
H 1.09 -0.82 0.67 0.232
H 0.76 -0.08 2.09 0.256
H -0.58 -2.50 1.16 0.285
H -0.91 -1.63 2.66 0.305
H -1.37 -0.45 0.15 0.402
```

Output
* frontier orbital gap: 0.368 Eh
* HOMO level: -9.159 eV
* structure (SMILES): C=CN.NCO


Entry y
A molecular structure, C3H10N2O. Source: the Open Molecules 2025 dataset; level of theory: ωB97M-V/def2-TZVPD.

The geometry in XYZ format:
```
16
Properties=species:S:1:pos:R:3:mulliken_charge:R:1
C 0.67 -0.12 0.28 0.658
C -2.00 0.38 0.24 -0.990
C 0.94 -0.94 -0.96 -1.221
N -0.22 1.87 -0.59 -0.506
N 1.32 -0.58 1.42 -0.509
O 0.73 1.27 0.16 -0.118
H -0.28 1.34 -1.47 0.247
H -0.71 -0.09 0.37 0.035
H 2.25 -0.96 1.30 0.220
H 1.27 0.06 2.20 0.255
H -2.41 -0.59 0.55 0.348
H -2.43 0.67 -0.71 0.277
H -2.16 1.13 1.01 0.281
H 0.67 -1.98 -0.78 0.338
H 2.00 -0.89 -1.23 0.346
H 0.35 -0.57 -1.80 0.338
```

Output
* frontier orbital gap (alpha / beta): 0.294 / 0.318 Eh
* HOMO level (alpha / beta): -7.594 / -8.542 eV


Q: Which of them is the least stable? A: entry y.


Entry w
2 unconnected molecules or ions with the total composition C9H14S. Source: the Open Molecules 2025 dataset; level of theory: ωB97M-V/def2-TZVPD.

The geometry in XYZ format:
```
24
Properties=species:S:1:pos:R:3:mulliken_charge:R:1
C 2.39 1.70 -0.01 -1.269
C 1.98 0.30 -0.51 0.772
C 1.97 -0.79 0.35 -0.350
C 1.90 -2.07 -0.19 -0.490
C 1.44 -2.28 -1.44 -0.223
C 1.44 -1.23 -2.40 -0.584
C 1.76 0.03 -1.95 -0.376
H 2.36 2.47 -0.74 0.397
H 3.41 1.73 0.38 0.293
H 1.74 2.02 0.86 0.258
H 2.26 -0.73 1.38 0.377
H 2.00 -2.84 0.63 0.249
H 1.01 -3.29 -1.70 0.300
H 1.03 -1.53 -3.27 0.456
H 1.88 0.98 -2.59 0.191
C -3.54 0.75 0.52 -1.399
C -2.63 1.01 1.71 -0.069
S -2.98 -0.10 3.09 -0.243
H -4.55 0.95 0.85 0.373
H -3.52 -0.16 -0.02 0.444
H -3.30 1.24 -0.48 0.313
H -1.60 0.84 1.31 0.164
H -2.78 2.03 1.92 0.288
H -3.65 -1.03 2.31 0.130
```

Output
* frontier orbital gap: 0.357 Eh
* HOMO level: -8.915 eV
* structure (SMILES): Cc1ccccc1.CCS


Entry x
2 unconnected molecules or ions with the total composition C9H14S. Source: the Open Molecules 2025 dataset; level of theory: ωB97M-V/def2-TZVPD.

The geometry in XYZ format:
```
24
Properties=species:S:1:pos:R:3:mulliken_charge:R:1
C -1.30 3.30 -1.51 -1.404
C -0.56 1.99 -1.47 0.728
C -0.88 1.01 -0.54 -0.341
C -0.27 -0.25 -0.57 -0.489
C 0.83 -0.45 -1.38 -0.507
C 1.21 0.56 -2.26 -0.449
C 0.50 1.74 -2.33 -0.401
H -0.64 4.09 -1.25 0.324
H -2.14 3.34 -0.82 0.349
H -1.60 3.48 -2.55 0.347
H -1.69 1.13 0.16 0.278
H -0.69 -1.00 0.09 0.378
H 1.40 -1.37 -1.35 0.411
H 2.04 0.38 -2.91 0.390
H 0.73 2.49 -3.08 0.369
C 1.58 -1.54 2.32 -0.643
S 0.73 -3.04 1.73 -0.081
C -0.88 -2.95 2.54 -0.844
H 2.59 -1.88 2.51 0.303
H 1.60 -0.84 1.50 0.135
H 1.07 -1.13 3.17 0.277
H -1.33 -3.93 2.33 0.297
H -1.55 -2.24 2.07 0.270
H -0.76 -2.88 3.61 0.304
```

Output
* frontier orbital gap: 0.345 Eh
* HOMO level: -8.467 eV
* structure (SMILES): Cc1ccccc1.CSC


Entry y
2 unconnected molecules or ions with the total composition C9H14S. Source: the Open Molecules 2025 dataset; level of theory: ωB97M-V/def2-TZVPD.

The geometry in XYZ format:
```
24
Properties=species:S:1:pos:R:3:mulliken_charge:R:1
C 0.15 1.62 -0.43 -1.009
C -1.17 1.11 0.02 0.598
C -1.33 -0.07 0.71 -0.217
C -2.54 -0.67 1.04 -0.554
C -3.69 0.10 0.87 -0.345
C -3.53 1.40 0.37 -0.477
C -2.32 1.91 -0.06 -0.388
H 0.38 2.66 -0.19 0.328
H 0.21 1.51 -1.53 0.276
H 1.06 1.12 -0.13 0.076
H -0.44 -0.60 1.06 0.307
H -2.56 -1.65 1.50 0.366
H -4.66 -0.30 1.10 0.361
H -4.49 1.89 0.25 0.311
H -2.22 2.95 -0.34 0.377
C 2.58 -2.23 -0.53 -0.962
C 3.32 -1.00 -1.04 -0.286
S 3.81 0.17 0.26 -0.288
H 2.06 -2.04 0.42 0.180
H 3.25 -3.05 -0.26 0.321
H 1.82 -2.59 -1.21 0.303
H 4.23 -1.36 -1.52 0.332
H 2.70 -0.47 -1.76 0.274
H 3.37 -0.42 1.39 0.115
```

Output
* frontier orbital gap: 0.361 Eh
* HOMO level: -8.954 eV
* structure (SMILES): Cc1ccccc1.CCS


Entry z
2 unconnected molecules or ions with the total composition C9H14S. Source: the Open Molecules 2025 dataset; level of theory: ωB97M-V/def2-TZVPD.

The geometry in XYZ format:
```
24
Properties=species:S:1:pos:R:3:mulliken_charge:R:1
C 1.59 -0.49 3.47 -1.403
C 1.26 -0.77 2.05 1.031
C 0.83 0.24 1.21 -0.554
C 0.55 -0.02 -0.12 -0.403
C 0.70 -1.33 -0.64 -0.776
C 1.13 -2.34 0.21 -0.384
C 1.41 -2.07 1.53 -0.555
H 1.03 -1.07 4.09 0.372
H 1.32 0.56 3.67 0.338
H 2.66 -0.56 3.71 0.296
H 0.67 1.22 1.63 0.260
H 0.23 0.74 -0.79 0.499
H 0.47 -1.50 -1.69 0.431
H 1.23 -3.30 -0.15 0.457
H 1.67 -2.89 2.16 0.373
C -2.46 0.30 -1.84 -0.924
S -1.32 0.91 -3.13 -0.090
C -1.24 2.68 -2.75 -0.745
H -3.47 0.52 -2.05 0.378
H -2.33 -0.75 -1.74 0.321
H -2.24 0.75 -0.92 0.290
H -0.53 3.16 -3.40 0.311
H -0.92 2.80 -1.69 0.206
H -2.25 3.20 -2.84 0.273
```

Output
* frontier orbital gap: 0.349 Eh
* HOMO level: -8.576 eV
* structure (SMILES): Cc1ccccc1.CSC


Q: Which of them is the least stable? A: entry w.